1.
C13H44N8O13 | ωB97M-V/def2-TZVPD

Last column: Löwdin charge in e.
Element x y z (Å)
N 10.731 7.305 12.766  0.172
C 11.604 7.630 11.722  -0.646
N 12.644 8.454 11.982  0.172
O 11.468 7.194 10.587  0.008
H 10.849 7.706 13.693  0.078
H 10.445 6.391 12.804  0.060
H 13.048 9.126 11.334  0.070
H 12.761 8.738 12.961  0.110
N 11.140 14.167 9.240  0.208
C 10.683 14.090 10.469  -0.602
N 9.282 14.007 10.645  0.191
O 11.462 13.979 11.425  -0.012
H 10.652 14.556 8.508  0.063
H 12.068 14.461 9.160  0.097
H 8.748 13.654 9.885  0.068
H 9.142 13.570 11.557  0.082
N 9.785 8.115 8.046  0.213
C 8.555 8.365 8.702  -0.660
N 8.341 7.587 9.668  0.225
O 7.792 9.225 8.339  0.024
H 10.485 7.737 8.585  0.036
H 10.033 8.793 7.479  0.022
H 7.640 7.876 10.330  0.107
H 9.050 7.010 10.060  0.098
N 11.160 13.031 14.348  0.196
C 12.425 12.653 14.816  -0.570
N 13.402 13.631 14.961  0.170
O 12.729 11.501 15.146  0.005
H 11.199 13.724 13.662  0.054
H 10.522 12.277 14.272  0.047
H 13.372 14.485 14.529  0.057
H 14.313 13.204 14.823  0.110
O 7.525 9.583 11.811  -0.122
C 6.231 10.251 11.732  -0.230
C 5.771 10.439 10.343  -0.291
O 6.622 11.319 9.679  -0.099
H 8.246 10.284 11.855  0.054
H 5.512 9.573 12.364  0.149
H 6.284 11.140 12.296  0.093
H 4.794 10.920 10.403  0.119
H 5.686 9.463 9.811  0.127
H 7.268 10.762 9.130  0.063
O 14.111 13.384 11.868  -0.069
C 14.874 12.938 10.751  -0.238
C 14.203 11.842 9.976  -0.241
O 13.664 10.822 10.793  -0.084
H 13.267 13.695 11.607  -0.001
H 15.171 13.746 10.030  0.131
H 15.779 12.558 11.170  0.108
H 14.991 11.421 9.251  0.149
H 13.405 12.212 9.309  0.107
H 13.098 11.214 11.473  0.070
O 8.135 10.991 15.160  -0.083
C 8.534 9.818 15.874  -0.217
C 9.901 9.798 16.439  -0.214
O 10.823 9.625 15.371  -0.076
H 7.817 11.635 15.867  0.144
H 7.764 9.720 16.658  0.134
H 8.469 8.973 15.265  0.107
H 9.982 8.936 17.058  0.116
H 10.170 10.660 16.937  0.106
H 11.566 10.198 15.374  -0.001
O 9.086 13.676 7.046  -0.121
C 8.200 12.539 7.046  -0.202
C 8.535 11.526 5.946  -0.261
O 7.521 10.590 5.748  -0.057
H 8.918 14.244 6.272  0.095
H 8.234 12.243 8.110  0.096
H 7.226 13.035 6.914  0.131
H 9.491 11.045 6.135  0.108
H 8.672 11.984 4.927  0.135
H 7.564 10.002 6.503  0.040
C 10.387 10.908 12.285  -0.122
O 9.206 11.635 12.640  -0.181
H 11.187 11.598 12.370  0.036
H 10.544 10.124 13.013  0.068
H 10.251 10.671 11.251  0.097
H 8.922 11.412 13.585  0.072

Calculated values
Highest occupied orbital energy: -0.348 Ha
SMILES: NC(N)=O.NC(N)=O.NC(N)=O.NC(N)=O.OCCO.OCCO.OCCO.OCCO.CO
Maximum force: 0.10792 hartree/bohr
Spin multiplicity: 1
Lowest unoccupied orbital energy: 0.373 eV
Gap between HOMO and LUMO: 9.843 eV

---

2.
C3H3O2S | ωB97M-V/def2-TZVPD

Last column: natural (NBO) charge in e.
Element x y z (Å)
C -2.542 0.077 0.247  0.450
C 0.191 0.277 -0.136  0.178
C 1.712 -0.284 -0.004  -0.797
O -2.891 1.151 0.577  -0.517
O 0.118 1.331 -0.764  -0.710
S -2.752 -1.476 -0.001  -0.160
H 2.266 0.077 -0.876  0.179
H 2.122 0.207 0.880  0.194
H 1.776 -1.360 0.078  0.183

Calculated values
Highest occupied orbital energy (alpha / beta): -0.058 / -0.058 Ha
Maximum force: 0.03464 hartree/bohr
Spin multiplicity: 1
Lowest unoccupied orbital energy (alpha / beta): 3.373 / 3.373 eV
Gap between HOMO and LUMO (alpha / beta): 4.941 / 4.942 eV
Total charge: -1
Energy relative to the best compared isomer or geometry (same formula, charge and spin): 220.9 kJ/mol

---

3.
C2H2N2O3 | ωB97M-V/def2-TZVPD

Last column: natural (NBO) charge in e.
Element x y z (Å)
O -2.240 -0.567 -0.144  -0.543
C -1.131 -0.108 -0.062  0.738
N -0.589 1.193 -0.176  -0.336
O 0.688 1.000 0.191  -0.311
C 1.073 -0.147 0.110  0.844
O 2.261 -0.485 -0.290  -0.604
N -0.004 -0.932 0.405  -0.649
H -1.027 2.024 0.249  0.422
H -0.145 -1.904 -0.189  0.440

Calculated values
Highest occupied orbital energy: -0.394 Ha
SMILES: O=c1[nH]oc(=O)[nH]1
Maximum force: 0.22383 hartree/bohr
Spin multiplicity: 1
Lowest unoccupied orbital energy: 0.295 eV
Gap between HOMO and LUMO: 11.015 eV
Energy relative to the best compared isomer or geometry (same formula, charge and spin): 225.5 kJ/mol

---

4.
C10H23N2O9SZn | ωB97M-V/def2-TZVPD

Last column: natural (NBO) charge in e.
Element x y z (Å)
Zn -0.125 0.672 -0.057  1.739
C 2.170 2.612 -1.977  -0.742
C 0.868 2.183 -2.655  0.791
O 0.081 1.459 -1.956  -0.911
O 0.685 2.521 -3.835  -0.730
H 2.592 3.483 -2.467  0.206
H 2.870 1.773 -2.066  0.192
H 2.003 2.782 -0.912  0.251
S 0.771 1.364 2.233  2.572
O 0.742 2.187 0.961  -1.150
O 0.205 2.123 3.341  -1.027
O -0.146 0.184 1.901  -1.184
O 2.131 0.880 2.514  -1.069
O 1.624 -0.446 -0.166  -0.723
C 2.778 -0.753 -0.426  0.701
N 3.730 -0.417 0.467  -0.806
C 3.185 -1.341 -1.745  -0.712
H 4.655 -0.772 0.324  0.378
H 3.394 0.064 1.313  0.473
H 4.281 -1.442 -1.806  0.202
H 2.954 -0.624 -2.533  0.259
H 2.799 -2.325 -1.995  0.230
C -2.321 3.045 0.105  -0.239
O -2.024 1.676 0.145  -0.583
C -3.156 0.822 0.004  -0.071
C -2.647 -0.615 0.043  -0.252
N -1.436 -0.832 -0.781  -0.696
C -0.947 -2.236 -0.742  -0.236
C -0.554 -2.751 0.610  -0.105
O -1.678 -3.047 1.441  -0.568
C -1.452 -2.726 2.804  -0.263
H -1.371 3.570 0.103  0.234
H -2.924 3.322 0.976  0.166
H -2.868 3.280 -0.817  0.162
H -3.754 1.053 -0.878  0.172
H -3.683 0.953 0.959  0.188
H -3.442 -1.291 -0.308  0.174
H -2.467 -0.895 1.067  0.236
H -1.774 -0.712 -1.733  0.386
H -0.025 -2.203 -1.331  0.219
H -1.655 -2.886 -1.270  0.176
H 0.135 -2.049 1.089  0.241
H -0.021 -3.704 0.479  0.167
H -1.387 -1.645 2.978  0.214
H -0.524 -3.156 3.207  0.164
H -2.271 -3.140 3.394  0.174

Calculated values
Highest occupied orbital energy: -0.193 Ha
Maximum force: 0.03227 hartree/bohr
Spin multiplicity: 1
Lowest unoccupied orbital energy: 2.543 eV
Gap between HOMO and LUMO: 7.800 eV
Total charge: -1
Energy relative to the best compared isomer or geometry (same formula, charge and spin): 0.0 kJ/mol

---

The lowest maximum force belongs to which entry? C10H23N2O9SZn

---

Which value of spin multiplicity does entry 4 give? 1